Below is a molecular structure, C19H15AsNO6S2SeSr in a non-equilibrium geometry, with properties calculated with ωB97M-V with the def2-TZVPD basis set.

Last column: Mulliken charge in e.
Atoms and positions in Å:
C: 4.12 2.21 -3.67  -0.37
C: -0.92 -0.88 -4.55  -0.48
H: -3.16 -1.68 6.99  0.38
C: -0.75 -0.72 -3.17  0.05
C: -0.06 -3.12 -4.41  -0.46
C: -2.56 -1.22 6.21  -0.54
O: -4.48 -1.37 2.35  -0.86
O: -2.09 -2.13 1.36  -0.53
O: -0.01 -0.63 1.97  -0.85
H: 0.41 0.35 5.71  0.50
C: -3.03 -1.20 4.91  -0.31
C: -0.21 -1.77 -2.42  0.03
O: -0.96 1.58 2.24  -0.78
C: -2.27 -0.61 3.92  -0.80
C: 3.09 3.23 -1.79  0.76
S: 2.72 4.42 -0.58  -0.30
H: 0.55 -3.76 -2.45  0.37
O: -3.01 0.42 1.01  -0.83
N: 1.33 2.25 -0.62  0.13
C: 4.04 3.28 -2.80  -0.49
O: 1.13 1.02 3.30  -0.83
C: -0.57 -0.08 5.53  -0.44
C: -1.33 -0.66 6.52  -0.46
Sr: -1.05 0.37 0.51  1.79
H: -3.97 -1.65 4.63  0.55
H: -0.97 -0.69 7.55  0.38
H: 3.35 0.28 -4.22  0.42
C: 2.33 1.05 -2.52  -0.08
H: 4.69 4.13 -2.91  0.38
Se: -1.28 0.94 -2.31  -0.42
C: -1.06 -0.06 4.24  0.70
S: -0.15 0.53 2.85  1.50
H: 0.84 3.65 0.83  0.44
H: 4.84 2.22 -4.47  0.36
H: 0.20 -4.06 -4.88  0.35
C: 0.14 -2.96 -3.04  -0.75
H: -0.73 -2.21 -6.21  0.36
C: 3.27 1.10 -3.53  -0.70
As: -3.02 -0.73 2.15  0.86
H: -0.09 -1.61 -1.35  0.20
H: -2.76 -2.81 1.41  0.26
C: 1.46 3.36 0.00  -0.21
C: 2.23 2.13 -1.64  -0.68
H: -1.32 -0.04 -5.10  0.38
H: 1.65 0.22 -2.39  0.44
C: -0.58 -2.08 -5.15  -0.44

The energy above the lowest of the compared OMol25 structures with the same formula, charge and spin is 109.0 kcal/mol. For the HOMO-LUMO gap, the calculation gives 6.3 eV. The spin multiplicity is 1. For the largest force on an atom, the calculation gives 11.86 eV/Å. Its highest occupied orbital energy is -3.93 eV. Its total charge is -1.